Entry 1:
DFT (ωB97M-V/def2-TZVPD) results for a molecular structure, CHAsBr2F6O3Pt in a non-equilibrium geometry.

Output
Energy above the lowest of the compared OMol25 structures with the same formula, charge and spin (kJ/mol): 29.1
Charge: -2
Gap between HOMO and LUMO (alpha / beta) (Eh): 0.2677 / 0.2585
Spin multiplicity: 3

Each line ends with the Löwdin charge.
Geometry (Å):
Pt 19.82787 26.39190 2.73537  0.60
As 16.83750 27.26514 0.38675  0.69
F 16.08534 28.19886 1.61911  -0.26
F 15.59387 26.07349 0.55335  -0.27
F 17.56605 26.29793 -0.84155  -0.26
F 18.07177 28.45691 0.24443  -0.26
F 17.82380 26.42241 1.59699  -0.40
F 15.88804 28.07068 -0.83623  -0.29
O 23.17948 26.78997 0.61048  0.08
C 22.01508 26.51756 1.25372  -0.82
O 20.91616 26.65368 0.69420  -0.07
O 22.09151 26.21702 2.48850  -0.17
H 23.83390 26.48560 1.24678  0.10
Br 19.39922 24.04014 3.79624  -0.37
Br 19.12673 28.43086 4.13899  -0.32

***

Entry 2:
DFT (ωB97M-V/def2-TZVPD) results for a molecular structure, C8H13AuN3S2Se3Te.

Output
Energy above the lowest of the compared OMol25 structures with the same formula, charge and spin (kJ/mol): 21.0
Charge: +1
Gap between HOMO and LUMO (alpha / beta) (Eh): 0.2062 / 0.2063

Each line ends with the Löwdin charge.
Geometry (Å):
Au -0.14902 0.29658 0.11286  0.10
Se 2.16490 -0.54368 -0.54200  0.04
Se 3.17042 0.29939 1.31608  -0.14
Te 1.48685 -0.55510 3.12167  0.36
Se -0.01215 -1.71048 1.65253  -0.09
S -2.52738 0.46809 0.48123  0.60
C -2.89458 2.14510 0.51202  -0.72
N -2.10742 3.00879 1.18840  0.03
C -2.34306 4.33548 1.29621  -0.05
C -3.45126 4.87742 0.71765  -0.03
C -4.31879 4.02178 0.01869  -0.01
C -4.04711 2.68168 -0.08545  -0.06
H -1.28738 2.61950 1.63853  0.12
H -1.61373 4.89973 1.85711  0.14
H -3.64779 5.93447 0.80439  0.12
H -5.20638 4.42575 -0.44920  0.13
H -4.69654 2.01028 -0.62734  0.12
C 0.52863 1.29755 -3.69501  -0.07
N 1.67190 1.85655 -2.99160  -0.03
C 1.62940 2.34375 -1.76416  -0.85
S 0.13151 2.49521 -0.89930  0.62
N 2.73412 2.79559 -1.18833  -0.05
C 4.05828 2.70307 -1.77228  -0.06
H 0.83536 1.08044 -4.71317  0.10
H -0.29141 2.01200 -3.70828  0.08
H 0.18946 0.37675 -3.21782  0.08
H 2.57547 1.75456 -3.42702  0.13
H 2.63337 3.10882 -0.23587  0.11
H 4.12033 3.28749 -2.69241  0.10
H 4.31543 1.65993 -1.97107  0.09
H 4.77587 3.10452 -1.06438  0.10

***

Entry 3:
DFT (ωB97M-V/def2-TZVPD) results for a molecular structure, C39H41ClN4O6PSSiTi in a non-equilibrium geometry.

Output
Energy above the lowest of the compared OMol25 structures with the same formula, charge and spin (kJ/mol): 169.5
Charge: +1
Gap between HOMO and LUMO (Eh): 0.2849

Each line ends with the Löwdin charge.
Geometry (Å):
Ti -0.33586 -0.12989 0.95374  1.02
O -2.19760 1.68167 2.46659  -0.27
S -0.76547 1.77336 2.53873  0.38
O -0.15592 2.70886 3.40914  -0.21
O -0.25203 0.29370 2.79551  -0.42
O -0.23107 1.84992 1.09055  -0.44
O 0.43726 -0.41054 -0.94556  -0.27
C 0.54169 0.42951 -2.12957  -0.17
C 0.39901 -0.34837 -3.43154  -0.14
C -0.87252 -1.19510 -3.54155  -0.11
C -0.70384 -2.58239 -2.99006  -0.25
C -1.41947 -3.66914 -3.48186  0.00
C -1.21553 -4.91632 -2.91931  -0.04
C -0.29643 -5.04903 -1.88527  -0.04
C 0.37430 -3.91930 -1.45951  -0.09
N 0.17286 -2.71923 -2.00032  0.09
H 0.39484 -1.41104 -1.21091  0.05
H 1.51114 0.92904 -2.09508  0.11
H -0.24203 1.18544 -2.04673  0.11
H 1.28028 -0.97705 -3.57679  0.12
H 0.41273 0.38913 -4.23670  0.13
H -1.18377 -1.27619 -4.58356  0.12
H -1.69791 -0.70340 -3.01386  0.11
H -2.11617 -3.52950 -4.29786  0.12
H -1.75686 -5.77732 -3.28842  0.12
H -0.09711 -6.00492 -1.42239  0.11
H 1.10145 -3.96378 -0.65769  0.11
Cl 1.62664 -2.64763 2.38816  0.78
C 3.18808 -1.96727 2.75844  -0.61
C 4.06169 -2.74638 3.50348  -0.09
C 5.32501 -2.25803 3.78738  -0.05
C 5.70710 -1.00572 3.31983  -0.05
C 4.82031 -0.24719 2.58185  -0.08
C 3.53314 -0.71028 2.29380  -0.37
P 2.44461 0.31801 1.25672  1.12
C 2.69884 1.97505 1.92666  -0.37
C 3.03882 2.15576 3.26268  -0.09
C 3.13141 3.43409 3.79010  -0.06
C 2.88923 4.53761 2.98968  -0.06
C 2.54230 4.36379 1.65591  -0.06
C 2.43797 3.08957 1.12940  -0.12
C 3.37537 0.21900 -0.30671  -0.35
C 3.34539 -1.01667 -0.95593  -0.11
C 4.03364 -1.20830 -2.13998  -0.07
C 4.76167 -0.16085 -2.69579  -0.07
C 4.80868 1.06345 -2.04838  -0.06
C 4.12269 1.25390 -0.85448  -0.08
H 3.74577 -3.71973 3.85074  0.11
H 6.01236 -2.85572 4.37031  0.11
H 6.69598 -0.62249 3.53112  0.11
H 5.12524 0.72893 2.22132  0.12
H 3.22644 1.30348 3.90650  0.11
H 3.38506 3.56183 4.83363  0.11
H 2.96776 5.53418 3.40295  0.11
H 2.34212 5.22209 1.02804  0.11
H 2.13356 2.96679 0.09653  0.11
H 2.78488 -1.84238 -0.52747  0.10
H 4.00729 -2.17403 -2.62834  0.11
H 5.30015 -0.30688 -3.62276  0.11
H 5.38713 1.87676 -2.46645  0.11
H 4.18403 2.21476 -0.35777  0.10
N -6.67494 7.40662 -3.32501  0.18
C -6.15726 6.45245 -2.95012  -0.17
C -5.50922 5.25914 -2.48114  -0.22
C -5.63750 4.07606 -3.20286  0.00
C -5.00982 2.92577 -2.75789  0.00
C -4.26802 2.96819 -1.58683  -0.18
C -4.14584 4.13838 -0.85053  0.02
C -4.76188 5.29037 -1.30637  0.00
N -3.61890 1.78557 -1.12770  0.01
C -4.10477 0.49581 -1.19267  0.00
C -3.15531 -0.29187 -0.62708  -0.08
N -2.09454 0.48926 -0.23096  0.00
C -2.40964 1.73018 -0.54472  -0.12
H -6.21597 4.06233 -4.11576  0.13
H -5.08030 2.01367 -3.33483  0.12
H -3.60543 4.14830 0.08681  0.13
H -4.67974 6.21021 -0.74488  0.13
H -5.08225 0.26966 -1.57942  0.13
H -3.15916 -1.35662 -0.49146  0.08
H -1.80438 2.59648 -0.34547  0.14
C -2.78301 -1.84069 3.29288  -0.14
Si -2.08467 -2.81459 1.87787  0.39
C -3.43422 -3.43243 0.73097  -0.16
C -1.08405 -4.28509 2.45309  -0.19
O -1.06360 -1.76014 0.99755  -0.42
H -3.58560 -2.41721 3.76104  0.05
H -3.20073 -0.88207 2.97726  0.04
H -2.02560 -1.63383 4.05009  0.04
H -3.75996 -4.41478 1.08062  0.04
H -3.09016 -3.56117 -0.29823  0.03
H -4.31548 -2.78905 0.72793  0.04
H -1.74530 -5.15285 2.51331  0.04
H -0.65853 -4.12198 3.44340  0.03
H -0.27050 -4.55172 1.78020  0.00

***

Entry 4:
DFT (ωB97M-V/def2-TZVPD) results for 2 unconnected molecules or ions with the total composition C4H8Cl2O in a non-equilibrium geometry.

Output
Energy above the lowest of the compared OMol25 structures with the same formula, charge and spin (kJ/mol): 205.3
Charge: 0
Gap between HOMO and LUMO (Eh): 0.3447

Each line ends with the Löwdin charge.
Geometry (Å):
C -0.01368 1.37035 -0.97410  -0.06
C -0.65185 -0.78504 0.35454  -0.04
C 2.09672 -0.02113 0.56389  -1.04
C 0.18608 -0.05518 -0.60535  -0.44
O 0.60590 -0.83428 -1.69436  -0.08
Cl 2.89210 1.48280 0.53843  0.58
Cl 2.94807 -1.32841 -0.29980  0.59
H -0.12534 1.86669 -0.10056  0.04
H 0.85172 1.81255 -1.48656  0.09
H -0.84633 1.69715 -1.59476  0.10
H -0.51149 -1.89038 0.13103  0.12
H -0.39803 -0.51761 1.39018  0.09
H -1.62639 -0.57940 0.15550  0.05
H 1.92246 -0.33317 1.56336  0.00
H 1.15254 -1.54586 -1.28750  0.00

***

Entry 5:
DFT (ωB97M-V/def2-TZVPD) results for a molecular structure, C33H77ClN11O11Pt in a non-equilibrium geometry.

Output
Charge: +1
Gap between HOMO and LUMO (alpha / beta) (Eh): 0.2787 / 0.2168
Spin multiplicity: 3

Each line ends with the Löwdin charge.
Geometry (Å):
Pt 4.92368 -14.34432 17.15264  1.09
Cl 5.12622 -13.36838 14.60989  -0.12
C -0.12885 -15.13031 9.72439  0.01
C 1.29579 -14.88946 10.12842  -0.53
O 1.98905 -14.21515 9.38487  0.03
N 1.68099 -15.24317 11.38854  0.04
C 3.01644 -14.96490 11.90392  -0.09
H -0.73561 -15.92395 10.16038  0.07
H -0.03929 -15.33705 8.65793  0.09
H -0.64925 -14.18067 9.84874  0.09
H 1.06076 -15.77202 11.98498  0.08
H 2.87194 -15.32325 12.92314  0.05
H 3.33528 -13.92412 11.96051  0.06
H 3.82369 -15.56946 11.49044  0.08
C 4.46202 -5.75313 14.00835  0.01
C 4.15693 -5.73921 15.52828  -0.54
O 4.42110 -4.79192 16.24009  0.04
N 3.61755 -6.82808 16.08667  0.00
C 3.29777 -8.11132 15.58207  -0.11
H 4.91764 -4.84735 13.60826  0.09
H 3.47801 -5.60938 13.56207  0.08
H 4.87716 -6.63130 13.51380  0.04
H 3.20028 -6.79868 17.00597  0.13
H 4.06019 -8.89026 15.57478  0.07
H 2.67138 -8.20414 14.69487  0.09
H 2.66112 -8.51615 16.36877  0.06
C -2.05358 -18.54172 13.74332  0.01
C -0.75960 -17.74763 13.55438  -0.57
O -0.78924 -16.81566 12.81893  0.08
N 0.25432 -18.09436 14.37558  0.01
C 1.58058 -17.60078 14.08694  -0.07
H -2.37867 -19.15902 12.90585  0.09
H -2.82394 -17.78395 13.88627  0.09
H -2.06750 -19.09605 14.68173  0.07
H 0.19025 -19.02066 14.77303  0.13
H 1.55177 -16.57137 14.44412  0.07
H 1.79677 -17.74028 13.02774  0.09
H 2.28125 -18.28101 14.57113  0.08
C 4.12737 -18.42880 17.27397  0.03
C 4.50755 -17.49448 16.13224  -0.53
O 4.38559 -16.27506 16.29654  -0.14
N 4.89615 -17.98710 14.99925  0.02
C 5.15175 -17.29688 13.82122  -0.06
H 4.83993 -18.52982 18.09259  0.08
H 4.01270 -19.42299 16.84204  0.08
H 3.17714 -18.13330 17.71878  0.09
H 5.04810 -18.98346 14.93385  0.16
H 4.46699 -17.39587 12.97896  0.09
H 6.21283 -17.46975 13.64143  0.10
H 5.20359 -16.23854 14.07682  0.05
C 3.05126 -11.25159 7.11517  0.01
C 4.20024 -11.64922 8.09246  -0.54
O 4.99708 -10.79248 8.34358  0.02
N 4.27121 -12.85793 8.65846  0.02
C 5.42793 -13.35514 9.38580  -0.06
H 2.93717 -10.17933 6.95598  0.07
H 2.03743 -11.41425 7.48094  0.07
H 3.29915 -11.48175 6.07899  0.08
H 3.48388 -13.45999 8.46422  0.09
H 5.50734 -14.42609 9.19904  0.08
H 5.33587 -13.20670 10.46171  0.07
H 6.33464 -12.86656 9.02908  0.09
C 1.54068 -12.12496 13.49265  0.00
C 0.44314 -11.12576 13.67705  -0.51
O 0.51227 -10.48130 14.72903  0.00
N -0.61971 -10.96535 12.78922  0.03
C -1.59318 -9.86216 12.77101  -0.08
H 1.71324 -12.42636 12.45946  0.07
H 1.11508 -13.02413 13.93816  0.07
H 2.48188 -11.87934 13.98448  0.07
H -0.64720 -11.72503 12.12423  0.12
H -1.57694 -9.17431 13.61642  0.08
H -2.66526 -10.04926 12.70989  0.08
H -1.50380 -9.17037 11.93343  0.08
C 7.58049 -11.64858 17.11906  0.00
C 6.23885 -11.42435 17.67117  -0.52
O 5.40425 -12.31660 17.73900  -0.13
N 6.03250 -10.22640 18.25185  0.05
C 4.91706 -9.72353 19.09827  -0.03
H 8.40721 -10.98587 17.37486  0.10
H 7.44049 -11.74765 16.04264  0.08
H 7.99409 -12.59717 17.46141  0.08
H 6.51655 -9.38951 17.95958  0.15
H 5.33720 -8.89432 19.66746  0.09
H 4.56571 -10.47764 19.80253  0.09
H 4.08590 -9.31488 18.52357  0.07
C 8.66963 -17.97027 10.64245  0.00
C 8.20219 -16.57929 10.67303  -0.56
O 7.36390 -16.18886 9.87753  0.04
N 8.61578 -15.72257 11.65311  0.00
C 8.26364 -14.33161 11.74256  -0.06
H 7.97516 -18.59135 11.20819  0.08
H 9.54625 -18.04258 11.28620  0.07
H 8.90807 -18.44179 9.68908  0.10
H 9.45268 -15.98743 12.15266  0.11
H 7.63487 -14.06062 10.89444  0.07
H 9.12511 -13.67156 11.84409  0.10
H 7.60729 -14.19725 12.60236  0.05
C 6.36391 -7.60507 9.06080  0.00
C 6.02663 -7.95625 10.54186  -0.55
O 6.28944 -7.11156 11.40128  0.00
N 5.56647 -9.17671 10.80155  0.03
C 5.17692 -9.59889 12.17461  -0.03
H 6.83539 -8.40713 8.49290  0.07
H 6.99976 -6.73018 8.92524  0.08
H 5.36712 -7.45484 8.64616  0.08
H 5.36574 -9.70484 9.96436  0.08
H 5.77241 -10.49427 12.35289  0.07
H 4.13681 -9.92061 12.12188  0.07
H 5.34884 -8.87914 12.97492  0.06
C 8.23359 -16.86458 18.41467  0.02
C 8.00091 -15.92205 17.32409  -0.58
O 6.99899 -15.20562 17.27836  -0.11
N 8.80325 -15.97626 16.31039  0.06
C 8.82548 -15.02070 15.13651  0.00
H 8.71701 -17.81142 18.17402  0.09
H 7.22487 -17.20400 18.64997  0.09
H 8.73578 -16.41106 19.26920  0.11
H 9.51441 -16.69024 16.37803  0.14
H 9.53176 -15.34858 14.37378  0.07
H 9.10887 -14.02648 15.48195  0.09
H 7.85366 -15.00932 14.64302  0.05
C 0.66502 -14.52982 16.37128  0.01
C 1.53716 -13.49791 16.91721  -0.49
O 2.74465 -13.75609 16.92324  -0.12
N 0.96573 -12.44192 17.62398  0.03
C 1.73349 -11.33308 18.13441  -0.06
H 0.83489 -15.46462 16.90549  0.10
H 0.73622 -14.72454 15.30118  0.07
H -0.34551 -14.17467 16.57325  0.09
H 0.03977 -12.28478 17.25250  0.13
H 1.27322 -10.37195 17.90531  0.09
H 2.76910 -11.43193 17.80909  0.07
H 1.68086 -11.54532 19.20225  0.09